Run one
Here is a cluster of 2 separate species, C10H16O in total from the Open Molecules 2025 dataset. Energies are from ωB97M-V with the def2-TZVPD basis set.

Each line ends with the Löwdin charge.
Atoms and positions in Å:
C: 1.53994 3.01849 -2.47307  -0.136
C: 1.53359 1.52873 -2.97327  -0.149
H: 0.53523 3.12463 -2.22642  0.024
H: 1.85484 3.70680 -3.17050  0.022
H: 2.20687 3.08592 -1.50929  0.105
H: 2.24204 1.00536 -2.44918  0.013
H: 1.88589 1.48341 -4.04605  0.083
H: 0.57029 1.08415 -2.80130  0.038
C: -2.03002 -0.06029 0.09664  -0.192
C: -2.21988 1.22858 0.98073  -0.099
C: -1.04021 -0.92029 0.81719  -0.295
C: 0.12590 -1.12014 0.01315  -0.032
C: -1.28690 -1.45154 2.02588  -0.026
C: 1.20337 -1.77351 0.52609  0.002
C: -0.20266 -2.31911 2.49905  0.001
C: 0.98881 -2.28770 1.83240  -0.294
O: 2.08627 -3.02353 2.31359  0.038
H: -2.94447 -0.51435 0.19603  0.072
H: -1.71703 0.18812 -0.95900  0.117
H: -2.76286 2.03017 0.48591  0.054
H: 0.08695 -0.70476 -1.03128  0.111
H: -2.28348 -1.32398 2.53879  0.135
H: 2.18618 -1.87683 0.13891  0.109
H: -0.41477 -2.85624 3.44501  0.120
H: 2.03973 -3.90270 2.35077  0.024
H: -1.37240 1.73473 1.47059  0.074
H: -2.81120 0.91590 1.90858  0.082

Computed properties:
Spin multiplicity: 1
Gap between HOMO and LUMO in eV: 9.6
Highest occupied orbital energy in Ha: -0.3191
SMILES: CCc1ccc(O)cc1.CC

***

Run two
Here is a cluster of 2 separate species, C10H16O in total from the Open Molecules 2025 dataset. Energies are from ωB97M-V with the def2-TZVPD basis set.

Each line ends with the Löwdin charge.
Atoms and positions in Å:
C: 2.59571 1.43597 -0.46799  -0.055
C: -0.53614 1.16729 -2.64369  -0.010
C: -1.48523 1.57255 -1.72477  -0.331
C: 0.80564 1.20823 -2.25747  -0.048
C: 1.20442 1.61771 -1.00495  -0.294
C: -1.12546 2.10666 -0.49277  -0.027
C: 0.20368 2.06951 -0.13306  -0.053
O: -2.80769 1.47739 -2.09025  0.039
H: -0.87684 0.89541 -3.63230  0.117
H: 1.55483 0.86232 -2.97327  0.115
H: -1.90888 2.46795 0.15885  0.112
H: -3.35603 1.55993 -1.30573  0.097
H: 3.34658 1.46612 -1.25905  0.078
H: 2.65312 0.50369 0.08256  0.072
H: 0.53283 2.33742 0.86206  0.111
H: 2.88355 2.22915 0.21552  0.073
C: -0.10252 -1.93215 1.26501  -0.318
C: -0.43943 -1.37181 2.65076  -0.126
C: -0.37342 -3.42963 1.08668  -0.114
H: -0.69112 -1.31027 0.59630  0.085
H: 0.92968 -1.71547 0.99483  0.087
H: -0.16761 -2.05944 3.44975  0.064
H: -1.52311 -1.31660 2.72711  0.068
H: -1.00235 -3.81995 1.89374  0.068
H: -0.90015 -3.65847 0.14784  0.069
H: 0.02110 -0.40484 2.83743  0.061
H: 0.56482 -3.95868 1.01687  0.059

Computed properties:
Spin multiplicity: 1
Gap between HOMO and LUMO in eV: 9.3
Highest occupied orbital energy in Ha: -0.3102
SMILES: Cc1ccc(O)cc1.CCC

***

Run three
Here is a cluster of 2 separate species, C10H16O in total from the Open Molecules 2025 dataset. Energies are from ωB97M-V with the def2-TZVPD basis set.

Each line ends with the Löwdin charge.
Atoms and positions in Å:
C: 1.86293 -0.87152 -1.32191  -0.306
C: 3.24162 -1.23762 -0.73856  -0.126
C: 0.82967 -1.85653 -0.82644  -0.124
H: 1.67251 0.15555 -1.02365  0.073
H: 1.96607 -0.90215 -2.40971  0.103
H: 3.63348 -2.16254 -1.16201  0.067
H: 0.74617 -2.03125 0.24632  0.079
H: 3.15768 -1.35393 0.33908  0.067
H: 3.99460 -0.48455 -0.98616  0.066
H: -0.21310 -1.57545 -1.01974  0.036
H: 0.92639 -2.81111 -1.35225  0.077
C: -2.87152 -0.64485 -0.44549  -0.064
C: -1.18697 1.46942 2.18702  -0.009
C: -0.29346 2.14562 1.39139  -0.324
C: -1.92400 0.42652 1.60082  -0.041
C: -1.85736 0.23777 0.24178  -0.301
C: -0.17430 1.92014 0.02239  -0.022
C: -1.01122 1.00274 -0.58336  -0.052
O: 0.32188 3.29368 1.88155  0.010
H: -1.35971 1.81398 3.19821  0.116
H: -2.54941 -0.23668 2.18236  0.111
H: 0.61211 2.43002 -0.51232  0.117
H: 0.95184 3.13093 2.59581  0.104
H: -3.35786 -1.37597 0.19526  0.072
H: -2.54268 -1.15203 -1.35377  0.070
H: -0.86278 0.67403 -1.60354  0.115
H: -3.71257 -0.00424 -0.74308  0.086

Computed properties:
Spin multiplicity: 1
Gap between HOMO and LUMO in eV: 9.5
Highest occupied orbital energy in Ha: -0.3184
SMILES: Cc1ccc(O)cc1.CCC

***

The relative energies come out as run one 0.0724; run two 0.0000; run three 0.0104, with values in hartree.

***

Run one
Here is a cluster of 2 separate species, C10H16O in total from the Open Molecules 2025 dataset. Energies are from ωB97M-V with the def2-TZVPD basis set.

Each line ends with the Löwdin charge.
Atoms and positions in Å:
C: 0.33134 2.84466 -0.27019  -0.207
C: 1.02522 3.16179 1.02332  -0.160
C: 0.49264 1.37281 -0.80086  -0.226
C: 0.98136 0.98841 -2.07676  -0.092
C: 0.47025 0.47240 0.19251  -0.096
C: 1.41137 -0.21735 -2.45115  -0.032
C: 0.96638 -0.82584 0.00342  0.004
C: 1.43635 -1.15405 -1.33368  -0.259
O: 1.66976 -2.49733 -1.40550  0.032
H: -0.75605 3.00788 0.10173  0.130
H: 0.67169 3.56976 -1.07236  0.124
H: 0.94084 4.24901 1.21852  0.075
H: 0.72548 1.72030 -2.88804  0.126
H: 0.12087 0.70441 1.17012  0.101
H: 1.58562 -0.61688 -3.50953  0.139
H: 0.94576 -1.53119 0.81139  0.098
H: 1.60002 -2.81001 -2.29544  0.088
H: 2.02577 3.32470 0.83013  0.037
H: 0.76368 2.68272 2.04970  0.115
C: -2.46353 -2.00692 0.72451  -0.160
C: -1.84406 -2.64575 1.98976  -0.146
H: -1.68754 -1.48919 0.05953  0.068
H: -3.22038 -2.58716 0.17293  0.061
H: -3.07118 -1.17952 1.19145  0.065
H: -2.43891 -2.77469 2.80082  0.028
H: -1.77196 -3.59833 1.57372  0.040
H: -0.91077 -2.16465 2.18997  0.049

Computed properties:
Spin multiplicity: 1
Gap between HOMO and LUMO in eV: 8.9
Highest occupied orbital energy in Ha: -0.2970
SMILES: CCc1ccc(O)cc1.CC

***

Run two
Here is a cluster of 2 separate species, C10H16O in total from the Open Molecules 2025 dataset. Energies are from ωB97M-V with the def2-TZVPD basis set.

Each line ends with the Löwdin charge.
Atoms and positions in Å:
C: 1.31037 2.57077 -0.65223  -0.299
C: -0.22039 2.68117 -0.68358  -0.110
C: 1.94323 2.20614 -2.02452  -0.116
H: 1.75058 3.51920 -0.33822  0.092
H: 1.64347 1.81577 0.05137  0.072
H: -0.49305 3.71336 -0.44044  0.069
H: -0.69996 2.00169 0.01802  0.038
H: 1.20099 1.84235 -2.73419  0.059
H: 2.31952 3.10844 -2.51213  0.063
H: -0.63148 2.39059 -1.65062  0.065
H: 2.77678 1.52164 -1.92195  0.060
C: 0.12246 -2.75734 -1.29386  -0.052
C: -0.40818 -0.29328 1.55438  -0.033
C: -1.31975 -0.97785 2.33330  -0.328
C: 0.13331 -0.92949 0.44866  -0.051
C: -0.26538 -2.20426 0.06113  -0.282
C: -1.67865 -2.28871 2.03962  -0.013
C: -1.14583 -2.88088 0.91159  -0.046
O: -1.93027 -0.43476 3.42782  0.045
H: -0.06647 0.70596 1.79465  0.106
H: 0.75743 -0.39793 -0.25717  0.103
H: -2.40140 -2.79466 2.66105  0.117
H: -1.75486 0.51120 3.48524  0.105
H: -0.23284 -3.78652 -1.37018  0.069
H: 1.19935 -2.78240 -1.42519  0.077
H: -1.48566 -3.85644 0.57275  0.110
H: -0.42331 -2.20375 -2.05532  0.081

Computed properties:
Spin multiplicity: 1
Gap between HOMO and LUMO in eV: 9.2
Highest occupied orbital energy in Ha: -0.3077
SMILES: Cc1ccc(O)cc1.CCC

***

The relative energies come out as run one 0.0886; run two 0.0000, with values in hartree.

***

Run one
Here is a cluster of 2 separate species, C4H10NO in total from the Open Molecules 2025 dataset. Energies are from ωB97M-V with the def2-TZVPD basis set.

Each line ends with the Löwdin charge.
Atoms and positions in Å:
C: 1.19339 -1.81581 -0.33583  -0.003
C: 1.24253 -0.36942 0.05080  -0.052
C: 0.10315 1.72663 0.17070  -0.074
C: -2.72421 0.25872 -0.23268  -0.089
N: 0.28117 0.39971 -0.25776  -0.007
O: -2.06856 -0.67690 -0.48575  0.027
H: 0.27661 -1.91558 -0.86155  0.066
H: 1.27952 -2.48781 0.58099  0.132
H: 2.01345 -0.01305 0.78264  0.174
H: -0.83421 1.80414 0.90326  0.145
H: 0.95710 2.25850 0.55982  0.096
H: -0.13578 2.38703 -0.70050  0.120
H: -2.29143 1.31514 -0.44947  0.104
H: -3.73284 0.16733 0.35807  0.147
H: -0.68451 -0.01209 -0.53022  0.091
H: 2.15557 -2.01800 -0.88707  0.123

Computed properties:
Total charge: +1
Spin multiplicity: 1
Gap between HOMO and LUMO in eV: 10.8
Highest occupied orbital energy in Ha: -0.5540

***

Run two
Here is the ion C4H10NO with charge +1 from the Open Molecules 2025 dataset. Energies are from ωB97M-V with the def2-TZVPD basis set.

Each line ends with the Löwdin charge.
Atoms and positions in Å:
C: 1.08293 0.69204 0.23978  -0.041
C: -0.31624 0.15491 0.15576  -0.470
C: -1.49476 -0.23889 1.18925  -0.001
C: 0.47950 -1.25447 -0.37744  0.014
N: 1.56628 1.35246 -0.76306  0.218
O: -0.95147 0.67365 -0.97480  -0.013
H: 1.75866 0.60745 1.14947  0.196
H: -2.25945 0.51056 1.52375  0.095
H: -1.14067 -0.84268 2.16972  0.139
H: -2.05549 -1.01191 0.53644  0.105
H: 0.90871 -0.97544 -1.43863  0.129
H: -0.41620 -2.00522 -0.58002  0.144
H: 1.25784 -1.64208 0.25455  0.072
H: 0.96829 1.69011 -1.49021  0.141
H: 2.52100 1.60033 -0.85419  0.144
H: -1.90895 0.68919 -0.74038  0.130

Computed properties:
Total charge: +1
Spin multiplicity: 1
Gap between HOMO and LUMO in eV: 10.7
Highest occupied orbital energy in Ha: -0.5525
SMILES: CC(C)(O)C=[NH2+]

***

Run three
Here is a cluster of 2 separate species, C4H10NO in total from the Open Molecules 2025 dataset. Energies are from ωB97M-V with the def2-TZVPD basis set.

Each line ends with the Löwdin charge.
Atoms and positions in Å:
O: -0.88727 0.55782 0.39452  0.015
C: -0.99502 0.46455 -0.81535  -0.201
C: 0.12078 0.22100 -1.76389  -0.206
C: -0.25636 -0.77403 -2.85672  -0.083
H: -2.00242 0.58204 -1.24338  0.146
H: 1.00429 -0.11498 -1.22532  0.107
H: 0.36083 1.18944 -2.21883  0.138
H: -0.38915 -1.76856 -2.43918  0.084
H: 0.51730 -0.77522 -3.62464  0.086
H: -1.18335 -0.47494 -3.33673  0.081
C: 0.80932 -0.10396 3.18817  0.162
N: 1.12288 -0.19788 1.96235  0.190
H: -0.20412 0.14489 3.44337  0.123
H: 1.55929 -0.26475 3.94706  0.122
H: 2.05956 -0.45350 1.67843  0.154
H: 0.37982 -0.06487 1.22127  0.081

Computed properties:
Total charge: +1
Spin multiplicity: 1
Gap between HOMO and LUMO in eV: 9.5
Highest occupied orbital energy in Ha: -0.5296

***

The relative energies come out as run one 0.0442; run two 0.0462; run three 0.0000, with values in hartree.